Density functional theory data (wB97M-V/def2-TZVPD) for a cluster of 2 separate species, C2H6O2S2 in total at a distorted geometry.

XYZ file:
```
12
Properties=species:S:1:pos:R:3:forces:R:3
C 2.323 0.216 0.905 -0.141 -3.963 -1.793
C -2.574 0.257 -0.936 -3.467 -0.003 3.581
O 0.908 -0.850 -0.993 1.704 0.654 2.162
O -1.508 0.152 -1.480 5.150 -0.194 -2.786
S -2.806 0.045 0.792 1.633 -0.405 1.379
S 0.633 0.233 0.262 0.760 -1.102 -1.677
H 2.502 -0.906 1.244 -0.217 2.342 -0.641
H 2.243 0.823 1.718 0.183 1.719 2.460
H 3.113 0.524 0.208 -0.463 -0.030 0.053
H 0.159 -0.839 -1.572 -1.898 0.331 -0.771
H -3.528 0.504 -1.229 -1.895 0.592 -2.138
H -1.465 -0.159 1.081 -1.347 0.060 0.171
```
Positions in Å, forces in eV/Å.

Values from the calculation:
**Strongest force on any atom**: 5.9 eV/Å
**⟨S²⟩**: 2.0113
**2S+1**: 3
**LUMO (spin up / spin down)**: -0.2 / -3.7 eV
**Highest occupied orbital energy (spin up / spin down)**: -4.28 / -8.30 eV
**Orbital gap (spin up / spin down)**: 4.114 / 4.574 eV

=====

Density functional theory data (wB97M-V/def2-TZVPD) for a structure of composition C2H6O2Tm at a distorted geometry.

XYZ file:
```
11
Properties=species:S:1:pos:R:3:forces:R:3
C -1.421 0.376 0.154 -0.579 0.786 0.177
C -0.235 -0.160 -0.605 -0.633 -1.306 -0.139
O 0.949 0.289 0.121 0.823 1.289 -2.346
H -2.298 0.283 -0.499 0.116 0.122 -0.147
H -1.604 -0.202 1.068 0.303 -0.052 0.060
H -1.286 1.435 0.405 -0.366 -0.080 0.017
H -0.169 0.241 -1.623 -0.062 0.324 -0.137
H -0.206 -1.256 -0.622 0.134 0.144 -0.207
H 1.204 -0.565 1.513 2.075 -2.142 -0.327
Tm 3.368 0.382 -0.535 -0.741 -0.302 0.546
O 1.699 -0.822 0.623 -1.072 1.218 2.502
```
Positions in Å, forces in eV/Å.

Values from the calculation:
**Strongest force on any atom**: 3.0 eV/Å
**⟨S²⟩**: 2.0130
**2S+1**: 3
**Charge**: +3
**LUMO (spin up / spin down)**: -16.2 / -19.6 eV
**Highest occupied orbital energy (spin up / spin down)**: -24.82 / -24.08 eV
**Orbital gap (spin up / spin down)**: 8.579 / 4.482 eV

=====

Density functional theory data (wB97M-V/def2-TZVPD) for a cluster of 2 separate species, C2H6O3 in total at a distorted geometry.

XYZ file:
```
11
Properties=species:S:1:pos:R:3:forces:R:3
O 0.406 0.783 -3.199 -0.171 -0.020 0.217
C 1.290 0.007 -3.047 0.442 0.005 0.014
O 1.482 -0.736 -1.928 -0.962 0.766 -0.269
H 2.091 -0.166 -3.789 -0.150 -0.003 -0.095
H 2.180 -1.336 -2.146 0.837 -0.753 0.143
C -0.959 0.335 2.574 -0.100 -0.198 -0.635
O -2.342 0.293 2.199 0.412 -0.121 0.514
H -0.407 -0.535 2.209 -0.131 -0.136 0.015
H -0.861 0.333 3.656 -0.164 0.304 -0.003
H -0.495 1.200 2.101 0.147 0.217 0.364
H -2.384 -0.178 1.369 -0.160 -0.060 -0.266
```
Positions in Å, forces in eV/Å.

Values from the calculation:
**Strongest force on any atom**: 1.3 eV/Å
**2S+1**: 1
**LUMO**: 0.4 eV
**Highest occupied orbital energy**: -10.28 eV
**Orbital gap**: 10.728 eV

=====

Density functional theory data (wB97M-V/def2-TZVPD) for a cluster of 2 separate species, C2H6O3P2S2 in total at a distorted geometry.

XYZ file:
```
15
Properties=species:S:1:pos:R:3:forces:R:3
C 2.445 1.253 0.978 0.612 1.919 -0.148
C -1.941 -0.856 -0.882 1.413 2.041 1.770
O 2.369 0.128 -1.513 -0.649 0.935 0.074
O -3.699 1.381 -0.479 1.376 -0.090 0.594
O 0.653 -0.735 0.203 -0.403 0.897 0.482
P 2.044 -0.189 -0.071 2.229 -2.420 -1.116
P -3.184 0.111 0.111 -2.489 -2.213 -1.794
S 3.472 -1.593 0.504 0.001 -0.146 0.431
S -4.646 -1.064 0.868 1.566 0.842 0.151
H 1.400 1.567 1.153 0.442 0.990 -0.017
H 2.897 1.100 1.988 -0.303 -0.401 -0.969
H 3.149 2.035 0.391 -1.963 -1.694 1.232
H -2.218 -0.733 -1.884 -0.533 0.641 -1.552
H -0.849 -0.518 -0.688 -0.854 -0.113 -0.022
H -1.892 -1.887 -0.679 -0.447 -1.187 0.887
```
Positions in Å, forces in eV/Å.

Values from the calculation:
**Strongest force on any atom**: 3.8 eV/Å
**2S+1**: 1
**Charge**: -2
**LUMO (spin up / spin down)**: 3.8 / 3.2 eV
**Highest occupied orbital energy (spin up / spin down)**: 0.23 / 0.93 eV
**Orbital gap (spin up / spin down)**: 3.571 / 2.289 eV

=====

Density functional theory data (wB97M-V/def2-TZVPD) for a structure of composition C2H6O4Si at a distorted geometry.

XYZ file:
```
13
Properties=species:S:1:pos:R:3:forces:R:3
C 0.753 -0.299 0.242 1.342 0.289 0.155
C 1.916 0.568 0.219 1.231 -0.980 -1.904
O -0.010 -0.340 1.210 -2.225 0.155 0.587
O -1.891 -1.142 -0.361 0.980 -0.473 2.320
O 0.608 -0.994 -0.838 -0.294 -0.226 -0.287
O -0.955 1.294 -0.651 -0.492 1.507 -0.433
Si -1.672 0.367 0.308 2.028 -1.190 0.006
H 2.388 0.214 -0.711 0.799 0.583 0.580
H 2.546 0.628 1.066 0.521 -0.583 0.946
H 1.620 1.562 0.045 -0.935 1.262 -0.369
H -2.455 -1.130 -1.074 -2.135 -0.184 -2.730
H -0.367 -1.197 -0.895 0.188 -0.642 -0.019
H -2.480 0.470 1.439 -1.008 0.482 1.148
```
Positions in Å, forces in eV/Å.

Values from the calculation:
**Strongest force on any atom**: 3.5 eV/Å
**2S+1**: 1
**LUMO**: 0.5 eV
**Highest occupied orbital energy**: -10.17 eV
**Orbital gap**: 10.687 eV

=====

Density functional theory data (wB97M-V/def2-TZVPD) for a cluster of 2 separate species, C2H6O5 in total at a distorted geometry.

XYZ file:
```
13
Properties=species:S:1:pos:R:3:forces:R:3
C 0.339 -1.610 0.368 0.050 0.082 -0.014
C -0.762 -0.703 -0.060 -0.823 -0.128 -1.238
O -1.351 -0.717 -1.149 0.431 -0.758 1.651
O -1.267 0.175 0.835 -0.054 0.406 -0.064
O -0.332 0.558 1.849 -0.036 -0.235 0.037
H -0.003 -2.194 1.222 0.027 -0.090 -0.033
H 1.199 -1.030 0.689 -0.034 0.083 0.051
H 0.630 -2.243 -0.465 -0.155 -0.049 0.028
H -0.222 1.499 1.627 0.020 -0.199 -0.160
O 0.465 0.896 -1.271 -1.693 -0.928 -1.211
O 0.472 2.270 -0.870 -0.466 0.036 -0.013
H -0.528 0.556 -1.639 2.901 1.962 1.097
H 1.362 2.543 -1.136 -0.168 -0.182 -0.132
```
Positions in Å, forces in eV/Å.

Values from the calculation:
**Strongest force on any atom**: 3.7 eV/Å
**2S+1**: 1
**LUMO**: 0.6 eV
**Highest occupied orbital energy**: -10.08 eV
**Orbital gap**: 10.691 eV

=====

Density functional theory data (wB97M-V/def2-TZVPD) for an isolated molecule of C2H6OP2S3 at a distorted geometry.

XYZ file:
```
14
Properties=species:S:1:pos:R:3:forces:R:3
C -1.004 -0.811 -1.278 -0.631 -2.023 1.134
C 0.496 0.952 0.825 1.598 0.345 -2.192
O -0.161 -1.505 1.219 -1.606 -1.636 1.809
P 0.294 -0.670 -0.001 3.648 1.149 -0.926
P -2.580 -0.318 -0.389 0.105 -0.470 -0.424
S 2.091 -1.308 -0.502 -0.866 0.144 -0.694
S -2.660 1.646 -0.398 -0.511 -1.918 0.279
S -3.488 -1.936 0.323 0.726 2.292 -0.737
H -0.748 -0.227 -2.159 -0.193 -0.009 0.023
H -1.018 -1.975 -1.446 -0.076 2.283 -0.020
H 1.539 0.903 1.209 -0.686 0.071 -0.422
H 0.345 1.861 0.209 0.371 -0.770 -0.078
H -0.130 1.090 1.619 -1.914 -0.008 2.239
H -0.005 -2.466 1.140 0.037 0.550 0.009
```
Positions in Å, forces in eV/Å.

Values from the calculation:
**Strongest force on any atom**: 3.9 eV/Å
**2S+1**: 1
**LUMO**: -1.8 eV
**Highest occupied orbital energy**: -8.79 eV
**Orbital gap**: 6.990 eV

=====

Density functional theory data (wB97M-V/def2-TZVPD) for an isolated molecule of C2H6OS at a distorted geometry.

XYZ file:
```
10
Properties=species:S:1:pos:R:3:forces:R:3
O 0.047 -0.183 -2.009 0.841 -0.068 1.168
C 0.157 0.517 -0.721 -2.590 -6.096 0.381
C -0.658 -0.347 0.526 0.611 2.462 -2.169
S 0.306 -1.648 1.220 1.089 -0.141 1.296
H 0.547 -1.053 -2.010 -0.766 1.730 0.498
H 1.126 0.659 -0.393 2.215 0.101 0.526
H -0.356 1.389 -0.707 -1.552 2.740 -0.927
H -1.705 -0.654 0.270 1.191 -0.027 -0.230
H -0.784 0.455 1.236 -0.108 0.073 0.628
H 1.069 -0.895 2.144 -0.932 -0.774 -1.171
```
Positions in Å, forces in eV/Å.

Values from the calculation:
**Strongest force on any atom**: 6.6 eV/Å
**2S+1**: 1
**LUMO**: 0.8 eV
**Highest occupied orbital energy**: -8.94 eV
**Orbital gap**: 9.714 eV

=====

Density functional theory data (wB97M-V/def2-TZVPD) for an isolated molecule of C2H6OSi at a distorted geometry.

XYZ file:
```
10
Properties=species:S:1:pos:R:3:forces:R:3
C 2.481 0.105 -0.035 2.214 0.003 0.281
C -1.641 0.256 0.114 -1.279 -0.287 0.816
O 1.229 -0.200 0.097 0.057 0.914 0.326
Si -0.188 -0.937 0.125 -1.141 -0.354 0.267
H 2.828 1.111 -0.036 -0.664 1.185 -0.237
H 3.290 -0.489 0.375 -0.476 -1.019 -0.115
H -2.612 -0.257 -0.143 1.012 0.281 0.349
H -1.825 0.882 1.001 0.147 -0.891 0.449
H -1.561 1.067 -0.553 0.500 0.731 -1.709
H -0.086 -1.635 -1.148 -0.370 -0.563 -0.427
```
Positions in Å, forces in eV/Å.

Values from the calculation:
**Strongest force on any atom**: 2.2 eV/Å
**2S+1**: 1
**LUMO (spin up / spin down)**: -0.5 / 0.7 eV
**Highest occupied orbital energy (spin up / spin down)**: -7.53 / -7.54 eV
**Orbital gap (spin up / spin down)**: 7.060 / 8.236 eV

=====

Density functional theory data (wB97M-V/def2-TZVPD) for an isolated molecule of C2H6OSi at a distorted geometry.

XYZ file:
```
10
Properties=species:S:1:pos:R:3:forces:R:3
O -1.883 1.412 -0.416 0.851 -0.839 -0.335
C -1.278 0.562 0.185 -0.144 -1.864 1.828
C -0.402 -0.650 -0.132 -1.948 -0.447 -4.479
Si 1.289 0.108 -0.033 0.296 -0.970 -1.348
H -1.250 0.445 1.275 -0.775 1.440 0.916
H -0.451 -1.516 0.520 -0.670 0.412 0.661
H -0.770 -1.047 -1.189 1.395 0.706 1.799
H 1.526 0.423 -1.474 0.379 0.473 0.509
H 2.279 -0.937 0.397 -0.176 0.595 0.152
H 0.939 1.200 0.867 0.792 0.493 0.297
```
Positions in Å, forces in eV/Å.

Values from the calculation:
**Strongest force on any atom**: 4.9 eV/Å
**2S+1**: 1
**LUMO**: 0.9 eV
**Highest occupied orbital energy**: -9.63 eV
**Orbital gap**: 10.500 eV

=====

Density functional theory data (wB97M-V/def2-TZVPD) for an isolated molecule of C2H6P2 at a distorted geometry.

XYZ file:
```
10
Properties=species:S:1:pos:R:3:forces:R:3
H 1.823 1.881 -0.241 -0.054 0.596 0.143
P 2.075 0.564 0.152 -0.009 -0.828 -0.429
C 0.486 0.044 0.064 -0.755 -0.331 0.689
C 0.127 -1.454 0.291 -3.588 2.922 -1.506
P -0.779 1.460 0.139 1.731 -0.053 -1.788
H -0.743 -1.484 0.962 0.507 -0.118 0.297
H 0.917 -1.977 0.631 2.661 -1.832 1.263
H -0.296 -1.958 -0.599 0.519 0.481 -0.019
H -0.679 1.669 1.471 0.438 0.391 1.471
H -1.965 0.874 0.395 -1.451 -1.228 -0.120
```
Positions in Å, forces in eV/Å.

Values from the calculation:
**Strongest force on any atom**: 4.9 eV/Å
**2S+1**: 1
**LUMO**: 0.1 eV
**Highest occupied orbital energy**: -8.99 eV
**Orbital gap**: 9.078 eV

=====

Density functional theory data (wB97M-V/def2-TZVPD) for the ion C2H6PS3 with charge +1 at a distorted geometry.

XYZ file:
```
12
Properties=species:S:1:pos:R:3:forces:R:3
C 0.027 -1.393 0.822 1.467 -2.181 -0.411
C 0.969 0.433 -0.952 3.994 0.565 0.256
P -1.360 -0.255 0.849 -0.485 1.144 0.234
S 1.130 -1.411 -0.659 -0.812 2.050 0.561
S -2.300 -0.378 -1.064 0.485 0.227 0.700
S 0.251 1.558 0.301 -0.076 -1.339 -0.875
H 0.714 -1.455 1.740 -1.528 0.648 -0.975
H -0.397 -2.411 0.700 -0.226 0.329 0.487
H 2.054 0.835 -1.238 -2.249 -0.765 0.872
H 0.412 0.650 -1.792 -1.386 0.059 -1.846
H -3.399 0.428 -0.811 0.891 -0.573 0.329
H 1.322 1.511 1.097 -0.076 -0.165 0.669
```
Positions in Å, forces in eV/Å.

Values from the calculation:
**Strongest force on any atom**: 4.0 eV/Å
**2S+1**: 1
**Charge**: +1
**LUMO**: -5.4 eV
**Highest occupied orbital energy**: -13.49 eV
**Orbital gap**: 8.099 eV

=====

- What is the strongest force on any atom in the third record?
  1.3 eV/Å

=====

- Among the records above, which one has the lowest strongest force on any atom?
  C2H6O3

=====

Repeat the fourth record exactly.
Density functional theory data (wB97M-V/def2-TZVPD) for a cluster of 2 separate species, C2H6O3P2S2 in total at a distorted geometry.

XYZ file:
```
15
Properties=species:S:1:pos:R:3:forces:R:3
C 2.445 1.253 0.978 0.612 1.919 -0.148
C -1.941 -0.856 -0.882 1.413 2.041 1.770
O 2.369 0.128 -1.513 -0.649 0.935 0.074
O -3.699 1.381 -0.479 1.376 -0.090 0.594
O 0.653 -0.735 0.203 -0.403 0.897 0.482
P 2.044 -0.189 -0.071 2.229 -2.420 -1.116
P -3.184 0.111 0.111 -2.489 -2.213 -1.794
S 3.472 -1.593 0.504 0.001 -0.146 0.431
S -4.646 -1.064 0.868 1.566 0.842 0.151
H 1.400 1.567 1.153 0.442 0.990 -0.017
H 2.897 1.100 1.988 -0.303 -0.401 -0.969
H 3.149 2.035 0.391 -1.963 -1.694 1.232
H -2.218 -0.733 -1.884 -0.533 0.641 -1.552
H -0.849 -0.518 -0.688 -0.854 -0.113 -0.022
H -1.892 -1.887 -0.679 -0.447 -1.187 0.887
```
Positions in Å, forces in eV/Å.

Values from the calculation:
**Strongest force on any atom**: 3.8 eV/Å
**2S+1**: 1
**Charge**: -2
**LUMO (spin up / spin down)**: 3.8 / 3.2 eV
**Highest occupied orbital energy (spin up / spin down)**: 0.23 / 0.93 eV
**Orbital gap (spin up / spin down)**: 3.571 / 2.289 eV